Formula: C41H75Cl30N5O4PS2
Source: OMol25
Level of theory: wB97M-V/def2-TZVPD

Each line ends with the Löwdin charge.
CARTESIAN COORDINATES (ANGSTROEM)
C: -1.066791 5.329713 0.894398  -0.111
C: -0.875717 4.559010 2.247240  -0.261
C: -1.908919 3.382100 2.434066  -0.211
C: -1.311668 2.361754 3.455673  -0.163
C: -0.618043 1.104181 2.841686  -0.143
C: -1.466377 0.257525 1.872707  -0.098
C: -2.556019 -0.434958 2.462989  -0.051
C: -2.911250 -0.364865 3.956632  -0.118
C: -4.216251 0.473272 4.260426  -0.245
O: -5.072086 0.659943 3.140795  -0.168
C: -5.030871 1.970045 2.577759  -0.257
C: -6.462550 2.540807 2.337329  -0.057
C: -3.404440 -1.308836 1.689911  -0.042
C: -4.536014 -2.080545 2.345153  -0.115
C: -4.163364 -3.598487 2.599852  -0.239
N: -5.398278 -4.276342 3.012931  0.006
C: -3.083031 -1.425460 0.293584  -0.083
C: -3.976580 -2.364135 -0.530128  -0.067
C: -5.100227 -1.550008 -1.318120  -0.346
C: -5.350870 -0.141259 -0.693478  -0.042
O: -6.335925 -2.280630 -1.165862  -0.047
C: -1.994818 -0.728089 -0.247948  -0.131
C: -1.693116 -0.944115 -1.728224  -0.116
C: -2.234605 0.302068 -2.531853  -0.246
C: -1.893450 0.243525 -4.050183  -0.446
S: -3.233563 1.063399 -5.002486  0.875
C: -3.009636 2.815583 -4.676425  -1.013
S: -1.550678 3.483218 -5.023698  0.716
N: -4.035165 3.594621 -4.111317  -0.146
C: -4.057183 4.965115 -4.136255  -0.101
C: -5.192739 5.385575 -3.445505  -0.077
N: -5.821687 4.208744 -3.031552  0.042
C: -5.170904 3.146183 -3.399467  -0.136
N: -1.198491 0.101561 0.514296  0.029
P: 0.207318 0.965328 -0.105779  0.586
N: 0.004206 2.473986 0.171410  -0.079
O: 1.525230 0.341619 0.645556  -0.215
O: 0.479553 0.833529 -1.683639  -0.160
H: -0.153852 5.281476 0.281004  0.059
H: -1.884023 4.825070 0.342945  0.062
H: -1.362311 6.372592 1.116173  0.069
H: -0.994594 5.268821 3.093633  0.109
H: 0.149690 4.148783 2.366298  0.059
H: -2.169405 2.953094 1.451555  0.081
H: -2.823534 3.883578 2.810959  0.100
H: -2.084168 2.134941 4.205848  0.044
H: -0.513696 2.907109 4.002898  0.101
H: 0.357221 1.433336 2.461396  0.036
H: -0.385983 0.428754 3.695166  0.116
H: -2.106385 0.020932 4.597759  0.072
H: -3.102837 -1.408193 4.278541  0.102
H: -4.801659 -0.134411 4.995077  0.053
H: -3.951196 1.409761 4.802997  0.052
H: -4.577506 1.868686 1.563193  0.110
H: -4.497179 2.715312 3.187462  0.099
H: -7.050926 1.936393 1.630737  0.048
H: -6.308380 3.570437 1.951383  0.084
H: -6.966589 2.675751 3.315933  0.084
H: -4.875963 -1.681179 3.305021  0.106
H: -5.371936 -2.111470 1.619344  0.111
H: -3.725370 -4.069134 1.699131  0.108
H: -3.418929 -3.615675 3.418905  0.113
H: -5.846492 -4.742002 2.228369  0.077
H: -5.211366 -4.960117 3.741741  0.074
H: -3.396606 -2.974928 -1.249467  0.120
H: -4.516669 -3.095714 0.088626  0.097
H: -4.875743 -1.519388 -2.398523  0.142
H: -6.276898 0.251767 -1.161494  0.045
H: -4.538500 0.575038 -0.900469  0.071
H: -5.562837 -0.240863 0.390410  0.082
H: -6.692802 -1.963278 -0.321519  0.085
H: -0.619347 -1.122652 -1.932970  0.116
H: -2.208583 -1.810139 -2.170133  0.109
H: -3.336919 0.211747 -2.467630  0.061
H: -1.961054 1.264915 -2.064684  0.110
H: -0.950437 0.801318 -4.197212  0.056
H: -1.766675 -0.797009 -4.392142  0.092
H: -3.341447 5.664729 -4.569564  0.105
H: -5.525305 6.405234 -3.257995  0.106
H: -5.415558 2.103331 -3.191015  0.110
H: 0.734439 2.808488 0.802634  -0.003
H: 1.225063 -0.100912 1.470496  0.016
H: 1.435477 0.732294 -1.896614  -0.001
C: 4.275123 -0.270793 2.594188  -1.043
Cl: 2.830728 -1.127602 3.163942  0.542
Cl: 5.535119 -0.242282 3.829828  0.545
H: 4.655727 -0.775638 1.714153  -0.031
H: 4.001283 0.748838 2.347600  -0.094
C: 1.244507 -3.722540 5.227851  -1.013
Cl: 0.118449 -2.921053 4.118200  0.480
Cl: 1.469245 -5.418882 4.799612  0.541
H: 2.203833 -3.216644 5.178799  0.003
H: 0.844192 -3.664354 6.234636  0.031
C: -8.971310 3.364014 -2.193110  -1.018
Cl: -10.676141 3.732769 -1.898399  0.557
Cl: -8.425264 2.003540 -1.199111  0.525
H: -8.843219 3.107145 -3.238863  0.026
H: -8.372967 4.234304 -1.951207  0.010
C: 3.955806 -1.013531 -2.401004  -0.969
Cl: 3.506675 0.641167 -2.850064  0.574
Cl: 4.915040 -1.039584 -0.921794  0.557
H: 3.051137 -1.592585 -2.243972  0.028
H: 4.539057 -1.447215 -3.207332  0.027
C: -2.971704 0.270678 7.924699  -0.949
Cl: -4.285065 -0.712782 7.274640  0.593
Cl: -2.592789 1.611050 6.836762  0.609
H: -3.273166 0.670384 8.887339  0.033
H: -2.088541 -0.348883 8.041736  0.032
C: 0.223212 -7.610144 1.659710  -1.012
Cl: -1.111595 -8.719040 1.989036  0.518
Cl: 1.603988 -8.454717 0.947323  0.543
H: -0.116142 -6.847047 0.966831  0.023
H: 0.536803 -7.153066 2.592172  -0.017
C: -12.441413 6.838049 -1.223546  -1.046
Cl: -14.116643 6.547010 -1.705122  0.502
Cl: -11.808890 8.324548 -1.942622  0.497
H: -12.397590 6.925527 -0.142737  0.027
H: -11.832647 6.003633 -1.555885  -0.063
C: 5.202397 3.197953 -0.107718  -1.023
Cl: 3.768346 2.338534 0.472828  0.553
Cl: 6.480641 3.238499 1.111948  0.533
H: 5.569237 2.684894 -0.994003  -0.087
H: 4.918594 4.216748 -0.354196  0.034
C: 3.831833 3.540766 4.425990  -0.991
Cl: 3.308646 4.197266 5.977332  0.536
Cl: 2.522087 2.653608 3.625811  0.548
H: 4.142255 4.358092 3.782953  0.031
H: 4.661704 2.860583 4.591507  0.019
C: 1.924423 -11.209894 3.084118  -1.055
Cl: 0.470383 -12.044705 3.644139  0.497
Cl: 3.174284 -11.176279 4.334863  0.501
H: 2.313164 -11.728643 2.213667  0.029
H: 1.664034 -10.189111 2.823394  -0.062
C: 7.301391 2.083260 -4.003021  -0.981
Cl: 7.199064 0.440078 -3.369170  0.496
Cl: 6.233235 3.180919 -3.114262  0.573
H: 8.324758 2.431212 -3.907467  0.036
H: 7.007804 2.079668 -5.047980  0.026
C: 9.641764 -1.967133 -5.979723  -1.105
Cl: 8.754280 -0.447853 -6.201359  0.484
Cl: 9.510371 -2.552573 -4.314989  0.482
H: 9.231419 -2.722315 -6.651247  -0.098
H: 10.691714 -1.797128 -6.209891  -0.086
C: 13.335767 -0.740770 -4.858708  -0.979
Cl: 12.158606 -0.531317 -3.557320  0.506
Cl: 12.912122 -2.111217 -5.892392  0.547
H: 13.357001 0.161310 -5.461626  0.033
H: 14.314405 -0.921051 -4.424326  -0.024
C: 15.037166 -3.456967 -2.366057  -1.004
Cl: 15.615712 -1.807758 -2.093231  0.517
Cl: 15.273091 -3.958428 -4.044371  0.506
H: 15.587196 -4.131581 -1.718251  0.025
H: 13.977531 -3.498964 -2.134021  0.027
C: 10.150874 -3.823394 -9.420725  -0.969
Cl: 9.285339 -2.297163 -9.633938  0.531
Cl: 10.020625 -4.410400 -7.756625  0.585
H: 9.725755 -4.565843 -10.087855  0.029
H: 11.198962 -3.668437 -9.655079  0.031

Atoms 1-3, force components in eV/Å:
C -0.209 -0.428 0.767
C -0.194 -0.162 -0.293
C 0.809 1.100 0.233

As for the total charge: +1. For the orbital gap, the calculation gives 0.2641 hartree. The calculated total energy is -17125.16773 a.u.